<1>
Formula: C2H3N5O2
Source: OMol25
Level of theory: ωB97M-V with the def2-TZVPD basis set

Geometry (Å):
N1 1.8487 0.2176 0.6427
H1 -1.1918 0.4709 -0.4038
N2 1.1885 -0.4109 -1.5389
C1 -0.0369 0.7781 1.4907
O1 2.1796 -0.3161 -3.4778
H2 -0.6939 1.0813 2.2773
N3 0.9196 0.1337 -0.3173
H3 1.2810 -1.5234 -1.4715
C2 -0.2994 0.4792 0.1793
N4 1.2859 0.6024 1.7070
O2 1.7506 1.5106 -2.4045
N5 1.7744 0.3254 -2.5551

Summary:
Charge: 0
HOMO-LUMO gap: 10.8 eV
Highest occupied orbital energy: -10.5 eV
Structure (SMILES): O=[N+]([O-])Nn1ccnn1


<2>
Formula: C2H3N5O2
Source: OMol25
Level of theory: ωB97M-V with the def2-TZVPD basis set

Geometry (Å):
H1 -3.7650 0.3724 -0.1133
C1 1.4638 -0.3507 0.0680
N1 0.4898 0.6092 0.3822
N2 -2.9404 -0.1566 -0.2973
N3 -0.4041 -1.4164 -0.0721
C2 -1.9608 0.4284 0.2578
O1 0.6090 1.8224 -0.2619
H2 -1.9114 1.3966 0.7692
N4 -0.6813 -0.1301 0.1135
O2 2.6105 0.0103 -0.0550
H3 1.5376 1.8593 -0.5280
N5 0.8738 -1.5856 -0.0618

Summary:
Charge: 0
HOMO-LUMO gap: 9.0 eV
Highest occupied orbital energy: -10.0 eV
Structure (SMILES): [H]/N=C/n1nnc(=O)n1O


It is <1> that is the least stable of them.